[1]
# H30O15

A cluster of 15 separate species, H30O15 in total (ωB97M-V/def2-TZVPD, OMol25).

Values from the calculation:
- LUMO level (eV) = -0.8
- frontier orbital gap (hartree) = 0.3669
- charge = 0
- F_max (eV/A) = 4.5
- ΔE to the lowest compared entry with this formula, charge and spin (kJ/mol) = 538.0

Last column: Löwdin charge in e.
Cartesian coordinates (Å):
H1 1.173 -0.618 0.773  0.077
H2 -0.451 -0.682 0.775  0.025
H3 -2.863 -1.264 0.475  0.106
H4 -2.076 -0.169 0.079  0.010
H5 -0.004 4.325 -0.495  0.074
H6 0.604 3.060 0.035  -0.002
H7 -0.262 -3.008 -1.934  0.028
H8 -1.145 -3.089 -0.536  0.063
H9 0.277 2.268 2.820  -0.010
H10 -0.340 1.039 2.596  -0.040
H11 -4.404 -0.992 -0.930  0.036
H12 -4.356 0.288 -0.329  -0.047
H13 -0.275 -1.984 2.245  0.044
H14 -0.308 -2.961 1.205  -0.074
H15 2.747 -2.831 -0.988  -0.023
H16 1.762 -3.749 -0.247  0.083
H17 -2.299 -1.051 -2.914  0.048
H18 -1.015 -1.966 -3.480  0.105
H19 3.248 -0.621 -0.822  -0.040
H20 4.577 0.081 -1.016  0.057
H21 3.720 2.610 -0.251  0.073
H22 4.851 3.536 -0.543  -0.018
H23 -3.377 0.475 2.117  0.034
H24 -3.263 0.638 3.619  -0.009
H25 2.337 1.584 -2.553  0.072
H26 1.379 2.734 -3.217  0.036
H27 3.080 -0.817 3.014  0.068
H28 3.974 -1.760 2.097  0.045
H29 -3.322 1.432 -1.671  0.001
H30 -2.857 2.543 -0.743  0.040
O1 0.328 -0.162 1.095  -0.071
O2 -2.934 -0.443 -0.046  -0.041
O3 0.415 3.951 0.343  -0.081
O4 -0.382 -3.472 -1.082  -0.086
O5 -0.431 1.786 3.150  -0.018
O6 -4.828 -0.126 -0.997  -0.059
O7 -0.227 -2.966 2.111  -0.016
O8 2.463 -3.004 -0.129  -0.068
O9 -1.699 -1.790 -2.736  -0.097
O10 4.122 -0.785 -1.017  -0.022
O11 3.975 3.436 -0.781  -0.049
O12 -3.235 1.129 2.852  -0.024
O13 1.413 2.021 -2.569  -0.099
O14 3.392 -0.984 2.086  -0.084
O15 -3.483 2.358 -1.460  -0.046

[2]
# C34H22N9Ti

A structure of composition C34H22N9Ti (ωB97M-V/def2-TZVPD, OMol25).

Values from the calculation:
- LUMO level (eV) = -10.9
- frontier orbital gap (hartree) = 0.1997
- charge = +3
- F_max (eV/A) = 0.6

Last column: Löwdin charge in e.
Cartesian coordinates (Å):
Ti1 -0.549 -0.086 -0.750  1.273
C1 -4.163 -0.840 1.619  -0.029
C2 -3.275 -0.319 0.684  -0.033
N1 -2.117 -0.937 0.434  0.018
C3 -1.835 -2.080 1.103  -0.148
C4 -2.732 -2.560 2.043  0.003
N2 -3.881 -1.943 2.297  0.163
C5 -0.557 -2.709 0.721  -0.164
C6 -0.030 -3.855 1.262  0.102
C7 1.195 -4.352 0.781  -0.068
C8 1.823 -3.642 -0.260  0.101
C9 1.235 -2.507 -0.758  -0.167
N3 0.072 -2.028 -0.262  0.017
C10 1.740 -1.687 -1.875  -0.149
C11 2.856 -1.964 -2.648  0.003
N4 3.218 -1.188 -3.664  0.163
C12 2.476 -0.123 -3.934  -0.030
C13 1.359 0.192 -3.169  -0.034
N5 0.997 -0.588 -2.146  0.017
C14 1.790 -5.571 1.332  -0.182
C15 3.174 -5.725 1.381  0.006
C16 3.688 -6.896 1.920  -0.085
N6 2.916 -7.881 2.369  0.113
C17 1.596 -7.741 2.311  -0.084
C18 0.982 -6.599 1.812  0.009
H1 -5.110 -0.355 1.825  0.142
H2 -3.494 0.590 0.140  0.125
H3 -2.533 -3.463 2.607  0.141
H4 -0.542 -4.364 2.066  0.134
H5 2.744 -4.011 -0.687  0.134
H6 3.476 -2.832 -2.457  0.142
H7 2.776 0.494 -4.772  0.142
H8 0.758 1.066 -3.378  0.125
H9 3.851 -4.946 1.053  0.118
H10 4.757 -7.049 1.998  0.127
H11 1.006 -8.573 2.674  0.128
H12 -0.099 -6.553 1.763  0.119
N7 -0.836 9.931 0.712  0.227
C19 -0.801 8.796 0.543  -0.142
C20 -0.763 7.375 0.330  -0.175
C21 -0.608 6.872 -0.962  0.026
C22 -0.593 5.507 -1.169  -0.003
C23 -0.699 4.630 -0.082  -0.181
C24 -0.828 5.143 1.214  -0.005
C25 -0.880 6.507 1.417  0.025
C26 -0.658 3.182 -0.303  0.000
C27 0.238 2.421 0.492  -0.192
C28 1.207 2.866 1.373  0.078
C29 1.860 1.739 1.933  0.020
C30 1.298 0.628 1.377  -0.057
N8 0.304 1.002 0.475  -0.088
C31 -1.506 2.628 -1.277  -0.205
C32 -2.528 3.271 -1.980  0.071
C33 -3.113 2.356 -2.869  0.018
C34 -2.475 1.156 -2.675  -0.072
N9 -1.503 1.267 -1.708  -0.111
H13 -0.497 7.554 -1.795  0.142
H14 -0.449 5.120 -2.170  0.131
H15 -0.937 4.473 2.058  0.132
H16 -1.012 6.908 2.413  0.141
H17 1.437 3.899 1.581  0.144
H18 2.655 1.751 2.660  0.136
H19 1.531 -0.411 1.549  0.127
H20 -2.823 4.301 -1.848  0.144
H21 -3.920 2.543 -3.560  0.137
H22 -2.664 0.211 -3.166  0.139